# 1
ORCA calculation (ωB97M-V/def2-TZVPD) on a 2-piece molecular cluster, C3H9OS overall at a distorted geometry.

The net charge is -1. The spin multiplicity is 1. Its HOMO-LUMO gap is 5.107 eV.

The geometry in XYZ format:
```
14
Properties=species:S:1:pos:R:3:forces:R:3:lowdin_charge:R:1
S -3.547 0.482 1.013 0.4315 -1.1135 -0.0245 0.40
H -3.867 -0.725 0.430 0.2907 0.8376 0.4239 -0.21
H -2.384 -0.008 1.556 -0.6841 0.2848 -0.4279 -0.20
C 2.603 0.383 -0.129 -0.4771 0.1057 0.7567 -0.59
O 3.428 -0.667 -0.195 -0.3124 0.2825 0.1792 -0.37
C 1.054 0.004 -0.215 0.4737 -0.3964 0.9114 -0.31
C 0.789 -0.662 -1.545 -0.7838 0.6808 -1.1587 -0.18
H 2.800 1.137 -0.946 -0.3087 0.0530 0.0472 0.07
H 2.635 1.027 0.846 0.2382 -0.5179 -0.6202 0.07
H 0.399 0.885 -0.036 0.3045 -0.1626 -0.3481 0.08
H 0.823 -0.693 0.635 0.3738 0.3505 -0.5714 0.09
H -0.247 -1.089 -1.670 0.8964 0.3112 0.0939 0.06
H 1.551 -1.391 -1.813 -0.0338 -0.2958 0.4947 0.05
H 0.939 0.130 -2.319 -0.4087 -0.4199 0.2439 0.06
```
Forces are in eV/Å.

# 2
ORCA calculation (ωB97M-V/def2-TZVPD) on a 2-piece molecular cluster, C3H9OSi overall at a distorted geometry.

The net charge is +1. The spin multiplicity is 1. Its HOMO-LUMO gap (alpha / beta) is 9.784 / 6.006 eV.

The geometry in XYZ format:
```
14
Properties=species:S:1:pos:R:3:forces:R:3:lowdin_charge:R:1
C 2.426 -0.354 0.405 1.6323 0.2996 -0.8372 0.07
C -0.859 1.432 -1.339 0.6155 -3.4755 -1.8147 -0.17
C -0.911 -1.616 0.569 2.2681 1.4471 0.9991 -0.13
O 1.353 0.172 -0.072 0.6223 0.4904 0.1403 -0.20
Si -0.282 0.140 -0.046 -1.7135 0.3110 -0.1336 0.83
H 2.393 -1.333 0.836 -0.1771 -0.4126 0.4366 0.09
H 3.438 0.107 0.182 -1.6164 -0.2416 0.2838 0.14
H -1.839 1.811 -1.360 -1.4832 -0.0310 0.4774 0.02
H -0.241 2.248 -1.326 1.8600 2.1110 0.6655 -0.01
H -0.648 1.049 -2.410 -0.4667 0.0105 1.5789 0.09
H -1.272 -2.284 -0.190 -0.1895 -0.0705 -0.5408 0.03
H 0.097 -2.004 0.964 -1.4895 0.2058 -0.4726 0.05
H -1.597 -1.580 1.428 0.1713 0.1871 -0.4257 0.04
H -0.173 2.241 1.501 -0.0337 -0.8313 -0.3570 0.16
```
Forces are in eV/Å.

# 3
ORCA calculation (ωB97M-V/def2-TZVPD) on one molecule with the formula C3H9PS at a distorted geometry.

Its SMILES is C=P(C)(C)S. The net charge is 0. The spin multiplicity is 1. Its HOMO-LUMO gap is 8.246 eV.

The geometry in XYZ format:
```
14
Properties=species:S:1:pos:R:3:forces:R:3:lowdin_charge:R:1
C 0.462 1.472 -1.154 -1.5014 -1.0141 0.9280 -0.32
C -1.272 0.492 0.994 1.3830 1.5859 0.6311 -0.29
C 1.343 -0.823 0.429 1.4291 -0.9786 0.1948 -0.28
P -0.127 0.071 -0.315 1.2508 0.2481 -0.7708 0.40
S -1.290 -1.516 -1.158 0.1562 -0.2319 -0.1907 0.43
H 0.543 1.424 -2.241 0.2994 -0.1265 0.2631 -0.03
H -0.315 2.184 -0.842 0.2332 0.3241 -0.3801 -0.04
H -2.213 0.965 0.800 -0.5729 -0.3193 -0.7605 0.05
H -1.317 -0.335 1.634 -0.6240 -1.4428 0.8240 0.02
H -0.768 1.235 1.609 0.3369 0.2794 0.0141 0.06
H 1.604 -0.376 1.441 -0.2734 -0.0581 -1.3959 0.05
H 1.398 -1.976 0.650 -0.7343 2.1077 -0.8044 0.07
H 2.178 -0.559 -0.338 -1.3066 -0.4240 1.5128 0.06
H -0.227 -2.258 -1.509 -0.0759 0.0501 -0.0654 -0.20
```
Forces are in eV/Å.

E_tot? In order: -16138.797, -13170.530, -23379.216 eV.
Energy above the lowest of the compared OMol25 structures with the same formula, charge and spin? In order: 2.2598, 3.3833, 1.7774 eV.